No. 1
Here is a 2-piece molecular cluster, C3H12N3O2 overall from the Open Molecules 2025 dataset. Energies are from ωB97M-V with the def2-TZVPD basis set.

```
20
Properties=species:S:1:pos:R:3:forces:R:3:nbo_charge:R:1
C -1.12504 -2.91121 0.30758 0.0 -0.1 0.0 -0.238
N -0.84885 -3.85366 -0.76344 0.2 -0.2 0.3 -0.815
C -0.17691 -1.73222 0.15918 -0.5 -0.1 0.0 -0.222
N -0.42064 -0.72208 1.23823 0.0 -0.2 0.1 -0.696
H -1.06250 -3.33529 1.31630 0.2 0.0 0.1 0.177
H -2.14694 -2.56019 0.19716 -0.2 0.1 -0.1 0.197
H -0.02619 -4.40474 -0.52685 0.0 0.1 -0.2 0.365
H -1.59982 -4.52795 -0.82617 -0.1 0.0 -0.2 0.380
H -0.37541 -1.23934 -0.78774 0.2 0.0 -0.1 0.218
H 0.85610 -2.05670 0.19854 0.2 0.2 0.1 0.229
H 0.13356 0.16171 1.08040 0.0 0.2 -0.1 0.480
H -1.41241 -0.48154 1.27519 0.0 0.1 0.0 0.422
H -0.19284 -1.11182 2.14958 0.1 0.0 0.1 0.430
N -0.31655 2.34326 -1.10698 0.4 -0.3 0.0 -0.830
C 0.71875 2.37192 -0.20646 0.1 0.4 0.0 0.916
O 1.53060 3.42105 -0.29141 -0.1 -0.1 -0.3 -0.627
O 0.90609 1.55724 0.67993 -0.4 -0.3 0.0 -0.680
H -0.83106 1.48048 -1.14450 -0.1 0.0 0.0 0.392
H -0.13395 2.72036 -2.02557 -0.1 0.1 0.0 0.404
H 1.28193 3.98799 -1.03740 0.1 0.1 0.3 0.495
```
Positions in Å, forces in eV/Å.

E_HOMO = -0.495 Ha
LUMO = -3.18 eV
maximum force = 0.50 eV Å⁻¹
relative energy (zero: lowest compared OMol25 entry of this formula, charge and spin) = 0.2180 eV
spin multiplicity = 1
DFT total energy = -11865.663 eV
total charge = +1

No. 2
Here is one molecule with the formula C3H4N2O from the Open Molecules 2025 dataset. Energies are from ωB97M-V with the def2-TZVPD basis set.

```
10
Properties=species:S:1:pos:R:3:forces:R:3:nbo_charge:R:1
C 2.03692 -0.09127 0.05002 1.8 2.0 -1.6 -0.644
C 0.61882 0.23510 -0.03616 2.9 -5.5 1.1 -0.028
C -0.24410 1.14944 0.01208 -5.5 5.7 -1.2 0.054
O -1.48573 0.41752 0.06670 -1.4 4.0 -0.2 -0.311
N -1.24244 -0.87432 0.00729 -3.2 0.2 0.2 0.156
N -0.06696 -1.01624 -0.06236 4.1 -1.6 0.0 -0.218
H 2.44563 0.93690 -0.28439 0.7 -1.8 0.6 0.212
H 2.43260 -0.37278 1.15337 -1.0 0.3 -3.0 0.258
H 2.06401 -0.82914 -0.89310 1.2 1.2 2.7 0.260
H -0.36047 2.39922 -0.27960 0.4 -4.4 1.5 0.261
```
Positions in Å, forces in eV/Å.

E_HOMO = -0.388 Ha
LUMO = 0.84 eV
maximum force = 8.01 eV Å⁻¹
relative energy (zero: lowest compared OMol25 entry of this formula, charge and spin) = 4.7907 eV
spin multiplicity = 1
DFT total energy = -8199.095 eV
SMILES = Cc1conn1

No. 3
Here is C4H6KN2 as an isolated structure from the Open Molecules 2025 dataset. Energies are from ωB97M-V with the def2-TZVPD basis set.

```
13
Properties=species:S:1:pos:R:3:forces:R:3:nbo_charge:R:1
N 0.34969 0.08940 -1.04169 0.8 -2.4 1.6 -0.630
C 1.01222 -1.05545 -0.99992 0.1 -0.5 0.4 0.199
C 0.11022 -0.83949 1.00221 -0.2 0.5 -0.2 -0.081
C -0.21984 0.23763 0.20428 0.1 -0.7 0.9 0.088
N 0.89444 -1.65172 0.21911 0.2 0.0 -0.6 -0.494
C -1.05628 1.42675 0.54452 -0.1 0.1 0.0 -0.652
H 1.58771 -1.49495 -1.81463 -0.2 0.2 0.3 0.215
H -0.13962 -1.09030 2.03312 0.1 0.2 -0.5 0.244
H 1.31379 -2.54178 0.49924 -0.3 0.6 -0.2 0.444
H -1.41759 1.35810 1.58440 0.1 0.1 -0.5 0.258
H -1.92865 1.48571 -0.12787 0.1 0.0 0.3 0.214
H -0.46635 2.35256 0.43744 -0.2 -0.2 0.2 0.214
K -0.03974 1.72356 -2.54025 -0.5 2.0 -1.8 0.981
```
Positions in Å, forces in eV/Å.

E_HOMO = -0.459 Ha
LUMO = -3.50 eV
maximum force = 2.99 eV Å⁻¹
relative energy (zero: lowest compared OMol25 entry of this formula, charge and spin) = 0.0000 eV
spin multiplicity = 1
DFT total energy = -23545.680 eV
total charge = +1

No. 4
Here is one molecule with the formula C8H19NO from the Open Molecules 2025 dataset. Energies are from ωB97M-V with the def2-TZVPD basis set.

```
29
Properties=species:S:1:pos:R:3:forces:R:3:nbo_charge:R:1
C -1.77524 -0.39187 -0.93531 0.1 0.1 0.0 -0.623
C -0.96595 0.17609 0.25074 0.6 0.3 -0.2 -0.009
C -1.27604 -0.67811 1.49820 0.3 0.0 -0.1 -0.622
C -1.54068 1.58810 0.52608 0.2 -0.1 0.1 -0.621
C 0.67067 0.27252 -0.07875 -1.1 0.3 0.4 -0.041
C 1.34816 1.27018 0.89902 0.0 -0.2 -0.1 -0.624
C 0.91443 0.81008 -1.50756 0.0 -0.3 0.1 -0.630
C 1.33703 -1.11358 0.12954 1.8 0.7 -0.3 0.238
N 0.93330 -2.21343 -0.69104 -0.4 -0.2 0.1 -0.857
O 2.77305 -0.93984 -0.16819 -0.9 -0.3 0.1 -0.753
H -1.71887 0.26069 -1.81265 0.1 -0.1 0.1 0.213
H -2.83880 -0.47155 -0.67673 0.2 0.1 0.1 0.210
H -1.45526 -1.39108 -1.23162 0.0 0.1 0.0 0.200
H -0.70543 -0.34425 2.37011 0.0 -0.1 -0.1 0.212
H -2.33875 -0.61287 1.76341 0.2 0.1 -0.2 0.214
H -1.06666 -1.73897 1.33602 0.1 0.0 0.0 0.195
H -2.63266 1.55313 0.62911 0.2 -0.2 -0.1 0.209
H -1.31726 2.28664 -0.28552 0.0 -0.1 0.1 0.207
H -1.15588 2.01137 1.45935 0.0 -0.1 -0.1 0.211
H 0.99067 2.29337 0.74600 -0.1 -0.2 0.0 0.209
H 2.43292 1.29486 0.74841 -0.2 -0.2 -0.1 0.236
H 1.17307 0.99196 1.94245 0.0 0.0 0.0 0.203
H 0.39918 1.76248 -1.66734 0.0 -0.2 0.1 0.211
H 0.57177 0.11556 -2.27949 0.0 0.1 0.0 0.197
H 1.98095 0.98546 -1.68498 -0.2 -0.1 0.2 0.234
H 1.29455 -1.40625 1.18221 -0.4 0.0 0.0 0.166
H 0.06590 -2.61823 -0.35446 0.1 0.0 -0.3 0.369
H 0.86112 -1.92017 -1.66120 -0.3 -0.2 0.2 0.366
H 3.04070 -1.83229 -0.44582 0.0 0.4 0.2 0.479
```
Positions in Å, forces in eV/Å.

E_HOMO = -0.347 Ha
LUMO = 0.76 eV
maximum force = 1.96 eV Å⁻¹
relative energy (zero: lowest compared OMol25 entry of this formula, charge and spin) = 0.6523 eV
spin multiplicity = 1
DFT total energy = -12141.959 eV
SMILES = CC(C)(C)C(C)(C)[C@@H](N)O